No. 1
Here is 2 unconnected molecules or ions with the total composition C6H7FSi at a distorted geometry from OMol25. Energies are from ωB97M-V/def2-TZVPD.

Calculated values
Energy above the lowest of the compared OMol25 structures with the same formula, charge and spin = 441.7 kJ/mol
HOMO energy = -9.50 eV
F_max = 0.0711 Eh/bohr
Orbital gap = 7.9 eV

Geometry as XYZ:
```
15
Properties=species:S:1:pos:R:3:mulliken_charge:R:1
C -1.29648 -1.59693 -2.44967 0.56
C -1.82117 2.88824 0.52079 0.41
C -1.10988 -0.80649 -1.54867 -0.87
C -1.21649 1.91674 0.14681 -0.75
C 2.15850 -0.35352 0.18544 -1.10
C 0.83881 -0.39287 0.95949 -0.32
F -2.23919 -1.24370 1.86655 -0.71
Si -0.68708 0.17473 -0.01951 0.41
H -1.37023 -2.16959 -3.35458 0.40
H -2.27651 3.76486 0.92130 0.39
H 2.46939 0.62636 -0.02377 0.37
H 3.08727 -0.73036 0.60628 0.35
H 2.13956 -0.93422 -0.89273 0.22
H 0.83950 0.21805 1.83021 0.34
H 0.48400 -1.36130 1.25207 0.30
```

No. 2
Here is C7H14BrClN2 in the gas phase at a distorted geometry from OMol25. Energies are from ωB97M-V/def2-TZVPD.

Calculated values
Energy above the lowest of the compared OMol25 structures with the same formula, charge and spin = 0.0 kJ/mol
HOMO energy = -8.86 eV
F_max = 0.0986 Eh/bohr
SMILES string = CC1(C)CN(Br)C(C)(C)N1Cl
Orbital gap = 9.0 eV

Geometry as XYZ:
```
25
Properties=species:S:1:pos:R:3:mulliken_charge:R:1
C 0.80485 -1.24511 0.05917 -0.73
C -0.72373 -0.97955 -0.18177 1.24
C 0.68167 1.00154 0.10006 1.24
C -1.66887 -1.77879 0.77083 -1.45
C -1.18932 -1.23237 -1.62504 -1.63
C 0.69807 2.19208 -0.74391 -1.81
C 1.08919 1.39593 1.48200 -1.96
N 1.39003 -0.07926 -0.45994 -0.41
N -0.82266 0.44428 0.29648 -0.13
Cl -2.06302 1.50326 -0.23237 -0.13
Br 3.23880 0.00583 0.03501 -0.05
H 0.88067 -1.34643 1.18166 0.37
H 1.27244 -2.04328 -0.52517 0.39
H -2.76471 -1.57923 0.61903 0.34
H -1.41468 -1.36239 1.80739 0.37
H -1.39497 -2.91064 0.65008 0.30
H -2.15918 -0.82187 -1.51780 0.49
H -1.15184 -2.21591 -1.93313 0.45
H -0.60112 -0.48593 -2.30495 0.29
H 0.58548 3.10244 -0.19503 0.41
H 0.12634 2.06306 -1.69255 0.42
H 1.68587 2.26036 -1.08578 0.45
H 1.36546 0.44852 1.89203 0.50
H 0.22010 1.66246 1.95619 0.55
H 1.91514 2.00099 1.64750 0.48
```

No. 3
Here is 16 unconnected molecules or ions with the total composition C60H158F6N13O21S2 at a distorted geometry from OMol25. Energies are from ωB97M-V/def2-TZVPD.

Calculated values
HOMO energy = -6.79 eV
F_max = 0.1006 Eh/bohr
Total charge = -1
Orbital gap = 8.2 eV

Geometry as XYZ:
```
260
Properties=species:S:1:pos:R:3:mulliken_charge:R:1
C -1.48924 0.17131 2.32447 0.66
F -1.35361 1.51603 2.40482 -0.24
F -0.25616 -0.35947 2.47079 -0.22
F -2.30886 -0.23035 3.31534 -0.21
S -2.21056 -0.28601 0.62806 0.85
O -2.45426 -1.74290 0.75408 -0.55
O -3.47778 0.51790 0.54235 -0.61
N -0.84806 0.29525 -0.37047 -0.39
S -0.39682 -1.02071 -1.01716 1.03
O 0.08832 -1.97150 -0.03575 -0.60
O -1.24410 -1.57034 -2.09270 -0.64
C 1.23124 -0.38947 -2.00993 0.56
F 1.92491 -1.41532 -2.56433 -0.22
F 0.79813 0.35009 -3.01335 -0.22
F 2.03817 0.31183 -1.19561 -0.22
C 4.86813 -5.11960 2.92002 -0.80
O 5.96848 -5.92239 2.60707 -0.24
C 5.74785 -7.36004 2.70554 -0.62
C 6.98418 -8.10359 2.09761 -0.80
N 7.68709 -7.37795 1.02782 -0.44
C 6.83622 -7.01206 -0.12842 -0.41
C 7.63068 -6.20973 -1.24593 -0.88
O 7.60236 -4.84435 -0.95549 -0.20
C 8.38791 -4.10729 -1.84704 -0.79
H 4.04277 -5.42463 2.27672 0.35
H 5.05009 -4.05257 2.79185 0.20
H 4.59937 -5.24465 3.96894 0.32
H 4.86773 -7.53780 2.08757 0.39
H 5.48389 -7.65792 3.72028 0.48
H 6.60366 -9.06937 1.76509 0.37
H 7.63694 -8.34552 2.93635 0.34
H 7.99145 -6.47813 1.37103 0.32
H 5.93862 -6.44966 0.12870 0.22
H 6.37587 -7.90434 -0.55270 0.49
H 7.18555 -6.43488 -2.21509 0.44
H 8.64551 -6.59979 -1.32395 0.38
H 7.91258 -4.20720 -2.82283 0.30
H 9.40498 -4.49886 -1.86522 0.34
H 8.49078 -3.05491 -1.58242 0.22
C -5.13249 4.46053 -16.79109 -0.74
O -4.04348 3.99361 -16.06769 -0.28
C -4.08044 4.30709 -14.71608 -0.56
C -2.79334 3.68811 -14.00266 -0.44
N -2.86969 4.10355 -12.64044 -0.36
C -1.96832 3.38637 -11.73972 -0.70
C -0.47347 3.46706 -12.03681 -0.63
O -0.07845 2.48248 -12.99151 -0.31
C 1.16564 2.72080 -13.63463 -0.76
H -4.99176 5.53534 -16.90542 0.30
H -6.09332 4.29356 -16.30423 0.31
H -5.21108 4.00327 -17.77741 0.24
H -4.96779 3.88192 -14.24710 0.33
H -4.00790 5.37043 -14.48774 0.37
H -1.84778 3.99968 -14.44645 0.23
H -2.80483 2.61253 -14.17901 0.27
H -3.80681 3.84543 -12.36605 0.24
H -2.25089 2.34612 -11.57805 0.39
H -2.08383 3.80945 -10.74184 0.44
H 0.10043 3.28747 -11.12770 0.48
H -0.35912 4.50166 -12.36025 0.35
H 1.37112 1.85916 -14.26981 0.25
H 2.02244 2.85710 -12.97477 0.30
H 1.07948 3.58104 -14.29846 0.31
C 5.08398 -11.20442 -4.80887 -1.40
C 3.94623 -10.97165 -5.80096 0.36
C 3.18606 -9.66259 -5.54078 -0.64
O 2.49505 -9.86646 -4.29770 -0.33
C 1.73470 -8.70781 -3.88374 -0.74
N 4.59026 -10.88084 -7.09495 -0.75
H 4.67773 -11.40879 -3.81827 0.32
H 5.76569 -10.35683 -4.73826 0.30
H 5.90171 -11.84450 -5.14012 0.43
H 3.15376 -11.71988 -5.78516 0.32
H 2.46408 -9.45198 -6.32977 0.37
H 3.82973 -8.78830 -5.44382 0.36
H 0.68650 -8.74853 -4.17991 0.27
H 2.16664 -7.74392 -4.15292 0.32
H 1.66249 -8.81294 -2.80123 0.25
H 5.11261 -10.01742 -7.05289 0.28
H 3.89505 -10.72276 -7.81036 0.28
C 4.48962 5.97991 1.42762 -1.40
C 3.25782 5.27465 1.97229 0.53
C 2.73611 5.77073 3.33593 -0.70
O 3.66831 5.47079 4.33263 -0.33
C 3.65011 4.16733 4.84721 -0.74
N 2.16485 5.28145 1.02871 -0.74
H 4.63304 5.63014 0.40527 0.42
H 5.31257 5.72766 2.09637 0.30
H 4.28323 7.04764 1.50147 0.31
H 3.53451 4.22268 2.04233 0.25
H 1.71854 5.49195 3.60967 0.34
H 2.70470 6.85746 3.25761 0.31
H 4.16325 4.14993 5.80871 0.28
H 4.07950 3.36320 4.24964 0.28
H 2.66113 3.77999 5.09214 0.33
H 1.68890 4.40134 1.16647 0.27
H 2.62268 5.08166 0.15089 0.29
C -12.21211 -2.54667 4.42946 -1.25
C -11.18260 -1.65544 3.62642 0.34
C -9.72539 -2.19365 3.71950 -0.84
O -9.27176 -2.35940 5.06953 -0.38
C -9.11415 -1.10658 5.76753 -0.73
N -11.51135 -1.72248 2.23787 -0.73
H -13.25470 -2.22963 4.40533 0.38
H -11.89357 -2.46850 5.46894 0.29
H -12.23625 -3.61279 4.20381 0.32
H -11.18626 -0.63336 4.00516 0.29
H -9.04938 -1.62944 3.07702 0.50
H -9.61647 -3.22140 3.37312 0.36
H -10.06762 -0.75283 6.15979 0.25
H -8.66347 -0.32204 5.15967 0.31
H -8.38002 -1.27706 6.55498 0.28
H -11.52814 -2.71356 2.04404 0.33
H -10.64731 -1.38917 1.83482 0.30
C -10.87285 7.57971 7.23421 -1.29
C -11.55817 6.21577 7.15798 0.29
C -10.74793 5.20576 6.27108 -0.58
O -10.72081 5.51977 4.92027 -0.33
C -9.75756 4.82810 4.02194 -0.69
N -11.61920 5.75290 8.55417 -0.71
H -10.04170 7.50465 7.93538 0.32
H -11.50235 8.39802 7.58377 0.30
H -10.43738 7.96598 6.31266 0.33
H -12.55363 6.29868 6.72174 0.35
H -11.12968 4.19324 6.40209 0.33
H -9.72612 5.20240 6.65056 0.28
H -9.89040 3.74687 3.98463 0.26
H -8.70199 4.94116 4.26909 0.32
H -9.85251 5.25893 3.02521 0.25
H -10.66345 5.62581 8.85498 0.28
H -12.12637 4.88228 8.48419 0.28
C -2.26676 -7.03899 5.21316 -1.31
C -2.64227 -8.47939 4.91812 0.36
C -1.59073 -9.42209 4.23851 -0.63
O -2.18876 -10.66655 3.83107 -0.31
C -1.21291 -11.51818 3.18545 -0.73
N -3.05300 -9.01251 6.15731 -0.72
H -1.79029 -6.64190 4.31684 0.37
H -1.58075 -6.91817 6.05155 0.29
H -3.12451 -6.37785 5.33666 0.33
H -3.54238 -8.45408 4.30390 0.28
H -0.71881 -9.57386 4.87476 0.33
H -1.26147 -8.86334 3.36244 0.34
H -0.71247 -11.03596 2.34574 0.30
H -1.75492 -12.34355 2.72383 0.27
H -0.51348 -11.97310 3.88684 0.29
H -3.52735 -9.88732 5.98470 0.29
H -2.26014 -9.30634 6.70970 0.25
C 7.91530 0.06835 2.89604 -1.32
C 8.89806 -0.86464 3.60752 0.48
C 8.79177 -0.90640 5.15544 -0.59
O 8.74686 0.46637 5.62422 -0.27
C 8.68383 0.56677 7.03967 -0.78
N 8.74161 -2.26424 3.15623 -0.66
H 6.90290 -0.30167 3.05801 0.28
H 8.07906 0.16542 1.82280 0.37
H 7.97013 1.07641 3.30701 0.33
H 9.87914 -0.49521 3.30902 0.18
H 9.60635 -1.54382 5.49928 0.36
H 7.84943 -1.39606 5.40106 0.30
H 8.52072 1.63202 7.20315 0.25
H 9.62907 0.28433 7.50320 0.29
H 7.81830 0.11604 7.52526 0.31
H 7.88043 -2.63822 3.52853 0.22
H 8.52583 -2.33386 2.17201 0.23
C -5.83400 5.07163 -4.72314 -1.36
C -5.20617 3.74055 -4.17577 0.43
C -5.76800 2.46164 -4.95060 -0.59
O -7.17132 2.34293 -5.04079 -0.34
C -7.80259 2.13373 -3.77451 -0.75
N -3.76726 3.88307 -4.09276 -0.76
H -6.90421 5.09128 -4.51732 0.28
H -5.52664 5.06594 -5.76890 0.34
H -5.36098 5.95954 -4.30366 0.42
H -5.68054 3.73406 -3.19443 0.20
H -5.34099 1.54247 -4.54948 0.35
H -5.45261 2.47988 -5.99381 0.31
H -7.59117 2.77661 -2.92005 0.29
H -7.47186 1.13629 -3.48496 0.33
H -8.88437 2.09862 -3.90344 0.26
H -3.38574 3.17723 -3.47930 0.30
H -3.73638 4.67083 -3.46142 0.30
C -4.47069 5.53795 10.05998 -1.45
C -4.67853 5.13263 11.50877 0.52
C -3.81508 5.93247 12.49374 -0.77
O -4.25890 7.29865 12.63900 -0.34
C -3.33632 8.16250 13.26209 -0.78
N -6.11642 5.41348 11.79102 -0.79
H -3.41519 5.41002 9.81987 0.37
H -4.78278 6.54945 9.80003 0.27
H -5.07526 4.94056 9.37755 0.37
H -4.35322 4.09250 11.52866 0.34
H -2.75398 6.00623 12.25554 0.44
H -3.79803 5.50890 13.49793 0.37
H -3.74246 9.17241 13.31889 0.25
H -2.44752 8.25723 12.63827 0.32
H -3.09399 7.80008 14.26111 0.30
H -6.30065 4.95594 12.67240 0.27
H -6.19075 6.38112 12.07078 0.32
C 9.65368 4.56103 -12.68763 -1.29
C 10.42691 3.85073 -11.54732 0.50
C 9.51770 3.02920 -10.64962 -0.69
O 8.47989 3.80185 -9.97159 -0.32
C 7.91880 3.19829 -8.76687 -0.69
N 11.40775 2.93883 -12.11628 -0.71
H 10.38122 4.95814 -13.39550 0.40
H 9.07022 5.39693 -12.30171 0.31
H 9.07686 3.79215 -13.20165 0.33
H 10.92662 4.56643 -10.89451 0.24
H 10.12983 2.56942 -9.87373 0.30
H 9.10359 2.21551 -11.24503 0.32
H 7.41145 2.26227 -9.00046 0.29
H 7.16863 3.78779 -8.23977 0.26
H 8.72655 2.93812 -8.08281 0.29
H 11.93589 3.33690 -12.87963 0.22
H 12.12271 2.72908 -11.43442 0.25
C 1.61667 2.79619 15.10524 -1.28
C 2.56816 1.79479 14.51628 0.33
C 2.28988 1.52369 12.98266 -0.71
O 1.00110 0.86114 12.84205 -0.32
C 0.65550 0.49743 11.51288 -0.70
N 3.93700 2.34789 14.56488 -0.68
H 1.67175 2.79059 16.19383 0.31
H 0.59697 2.62791 14.75881 0.32
H 1.81445 3.79083 14.70564 0.35
H 2.55378 0.79140 14.94185 0.30
H 3.18224 1.02984 12.59809 0.39
H 2.22237 2.47801 12.46035 0.31
H 1.58405 0.09258 11.11040 0.31
H 0.46748 1.38388 10.90712 0.29
H -0.16201 -0.21904 11.43249 0.23
H 3.89509 3.30186 14.23579 0.27
H 4.56933 1.79502 14.00399 0.26
C -0.92987 -4.36152 -8.82739 -0.97
C -2.45032 -4.37515 -8.86202 -0.19
O -2.91572 -5.53292 -9.53263 -0.52
H -0.67810 -3.37782 -8.43111 0.31
H -0.51441 -4.47397 -9.82882 0.28
H -0.42973 -5.06410 -8.16080 0.28
H -2.87505 -3.44830 -9.24758 0.25
H -2.78655 -4.40242 -7.82554 0.26
H -3.77524 -5.78226 -9.18528 0.30
C -5.15340 9.31450 1.71860 -1.05
C -3.89693 8.50675 2.04827 -0.23
O -3.33486 8.17964 0.81573 -0.51
H -4.90679 10.27461 1.26532 0.29
H -5.61068 9.56749 2.67515 0.35
H -5.95686 8.73081 1.26930 0.29
H -4.11950 7.57888 2.57518 0.27
H -3.22271 8.94697 2.78293 0.30
H -2.55793 7.65326 1.01799 0.30
C 6.65806 -4.15587 -9.49817 -1.02
C 7.86353 -4.93544 -9.95781 -0.21
O 7.89962 -6.16541 -9.38898 -0.50
H 5.78894 -4.81241 -9.53908 0.28
H 6.52390 -3.20177 -10.00788 0.33
H 6.80572 -3.94070 -8.43988 0.26
H 8.79885 -4.40510 -9.77890 0.30
H 7.75869 -5.10727 -11.02907 0.25
H 8.77524 -6.49249 -9.60787 0.31
```

What did the second record say?
Here is C7H14BrClN2 in the gas phase at a distorted geometry from OMol25. Energies are from ωB97M-V/def2-TZVPD.

Calculated values
Energy above the lowest of the compared OMol25 structures with the same formula, charge and spin = 0.0 kJ/mol
HOMO energy = -8.86 eV
F_max = 0.0986 Eh/bohr
SMILES string = CC1(C)CN(Br)C(C)(C)N1Cl
Orbital gap = 9.0 eV

Geometry as XYZ:
```
25
Properties=species:S:1:pos:R:3:mulliken_charge:R:1
C 0.80485 -1.24511 0.05917 -0.73
C -0.72373 -0.97955 -0.18177 1.24
C 0.68167 1.00154 0.10006 1.24
C -1.66887 -1.77879 0.77083 -1.45
C -1.18932 -1.23237 -1.62504 -1.63
C 0.69807 2.19208 -0.74391 -1.81
C 1.08919 1.39593 1.48200 -1.96
N 1.39003 -0.07926 -0.45994 -0.41
N -0.82266 0.44428 0.29648 -0.13
Cl -2.06302 1.50326 -0.23237 -0.13
Br 3.23880 0.00583 0.03501 -0.05
H 0.88067 -1.34643 1.18166 0.37
H 1.27244 -2.04328 -0.52517 0.39
H -2.76471 -1.57923 0.61903 0.34
H -1.41468 -1.36239 1.80739 0.37
H -1.39497 -2.91064 0.65008 0.30
H -2.15918 -0.82187 -1.51780 0.49
H -1.15184 -2.21591 -1.93313 0.45
H -0.60112 -0.48593 -2.30495 0.29
H 0.58548 3.10244 -0.19503 0.41
H 0.12634 2.06306 -1.69255 0.42
H 1.68587 2.26036 -1.08578 0.45
H 1.36546 0.44852 1.89203 0.50
H 0.22010 1.66246 1.95619 0.55
H 1.91514 2.00099 1.64750 0.48
```

- The lowest F_max belongs to which entry?
  C6H7FSi

- Which value of HOMO energy does entry 3 give?
  -6.79 eV

- Number 1 is which compound?
  C6H7FSi